## w
# C4H9N

A single C4H9N molecule (ωB97M-V/def2-TZVPD, OMol25).

CARTESIAN COORDINATES (ANGSTROEM)
C: 1.22936 0.65335 -0.95036
C: 0.86980 -0.49751 -0.04107
C: 0.21476 -0.18533 1.28827
N: -0.47470 -0.93033 0.30886
C: -1.66962 -0.31173 -0.11737
H: 2.25229 0.98642 -0.72697
H: 1.19088 0.37455 -2.00829
H: 0.55871 1.49612 -0.78320
H: 1.49322 -1.38524 -0.22040
H: -0.43642 0.89022 1.25641
H: 0.48114 -0.64935 2.24915
H: -2.51427 -0.70686 0.46269
H: -1.51996 0.90987 0.37011
H: -1.83108 -0.52381 -1.19750

SMILES: C[C@H]1CN1C
Orbital gap in eV: 10.08
2S+1: 1

***

## x
# C4H9N

A single C4H9N molecule (ωB97M-V/def2-TZVPD, OMol25).

CARTESIAN COORDINATES (ANGSTROEM)
H: 0.96956 2.12350 0.73175
N: 1.42780 1.41620 0.15026
C: 0.68113 0.36152 -0.02389
C: 1.33593 -0.91390 -0.51062
C: -0.80930 0.54423 -0.39523
C: -1.47361 -0.24786 0.69865
H: 0.59695 -1.69847 -0.68770
H: 2.05491 -1.25311 0.23936
H: 1.85620 -0.72515 -1.45275
H: -1.01979 0.14264 -1.38856
H: -1.06408 1.60318 -0.30903
H: -2.43860 0.16379 0.99774
H: -1.55691 -1.30989 0.45706
H: -0.56020 -0.20668 1.49296

SMILES: [H]/N=C(/C)CC
Orbital gap in eV: 9.77
2S+1: 1

***

Quick one: least stable of them? w